This record from the OMol25 dataset describes a cluster of 2 separate species, C3H8N2O in total. The level of theory is ωB97M-V/def2-TZVPD.

Element x y z (Å)
C (0.27810, 2.41412, -0.45254)
C (0.47176, 1.10391, -0.32441)
N (-0.12822, 0.32164, 0.64336)
N (-0.95604, -0.80350, 0.34123)
C (-1.05003, -1.24584, -0.83690)
H (-0.28302, 2.97308, 0.27521)
H (0.77580, 2.98059, -1.21889)
H (1.01356, 0.54086, -1.07603)
H (-0.49928, 0.81493, 1.44792)
H (-1.41231, -2.25538, -0.95611)
H (-0.76186, -0.71980, -1.74918)
O (1.09922, -2.32821, 1.24878)
H (1.30675, -1.37480, 1.32629)
H (0.14556, -2.42163, 1.33127)

Atomic forces in eV per Å
C 0.565 -0.150 0.231
C -0.814 0.301 -1.221
N -1.215 -1.016 0.446
N 1.066 0.777 0.901
C 0.219 0.422 -0.617
H -0.326 0.084 0.118
H 0.198 0.040 -0.116
H 0.166 0.008 0.058
H -0.021 -0.202 -0.241
H -0.578 0.031 0.046
H 0.352 -0.001 0.195
O 0.898 0.099 0.226
H -0.586 -0.818 -0.047
H 0.076 0.426 0.021

Properties
ΔE to the lowest compared entry with this formula, charge and spin   76.31 kcal per mole
SMILES string   C=CNN=C.O
Total charge   0